# 1
Here is C12H10BrN3Pt as an isolated structure from OMol25. Energies are from ωB97M-V/def2-TZVPD.

The net charge is -2. The multiplicity is 3. The value obtained for the energy relative to the best compared isomer or geometry (same formula, charge and spin) is 0.0 kJ/mol. For the total energy, the calculation gives -90360.26921 eV. As for the HOMO energy (alpha / beta): 0.3 / 0.2 eV.

Geometry (Å):
C: 2.30 0.47 -1.10
C: 1.84 1.83 -1.07
C: 1.62 2.22 0.34
H: 1.51 2.39 -1.94
C: 1.93 0.97 1.14
C: 2.38 -0.04 0.21
H: 2.75 -1.04 0.50
H: 2.52 -0.12 -2.02
H: 0.95 2.99 0.70
H: 1.80 0.86 2.21
Pt: 0.05 1.07 0.09
Br: -1.72 1.92 -1.36
C: -1.52 -1.57 -0.46
C: -0.32 -2.30 -0.07
C: 0.56 -2.34 -1.19
H: -0.23 -2.83 0.88
C: -0.04 -1.59 -2.26
C: -1.36 -1.20 -1.86
H: -2.17 -0.90 -2.52
H: -2.50 -1.62 0.04
H: 1.55 -2.80 -1.21
H: 0.41 -1.30 -3.20
N: -0.81 -0.06 1.59
C: -1.63 0.66 2.15
N: -2.11 1.03 3.26
C: -3.34 1.45 3.44
N: -4.41 1.85 3.70

# 2
Here is C12H10CdCl3GeN2O as an isolated structure from OMol25. Energies are from ωB97M-V/def2-TZVPD.

The multiplicity is 2. The value obtained for the energy relative to the best compared isomer or geometry (same formula, charge and spin) is 30.4 kJ/mol. For the total energy, the calculation gives -116282.09120 eV. As for the HOMO energy (alpha / beta): -8.8 / -8.7 eV.

Geometry (Å):
Cd: -0.19 -0.65 -0.02
N: 3.51 1.86 0.58
C: 2.28 1.36 0.38
O: 2.11 0.24 -0.08
C: 1.10 2.22 0.77
C: -0.07 1.89 -0.09
H: 4.31 1.29 0.38
H: 3.66 2.78 0.96
H: 1.33 3.29 0.69
H: 0.89 2.03 1.83
H: 0.06 1.88 -1.16
H: -1.06 2.16 0.26
N: -10.26 -1.45 0.41
C: -9.12 -1.33 0.36
C: -7.68 -1.17 0.31
C: -7.13 0.10 0.23
C: -5.75 0.25 0.18
C: -4.92 -0.87 0.21
C: -5.49 -2.14 0.29
C: -6.86 -2.29 0.34
C: -3.49 -0.71 0.16
C: -2.28 -0.60 0.13
H: -7.78 0.97 0.21
H: -5.32 1.24 0.12
H: -4.84 -3.00 0.31
H: -7.30 -3.28 0.40
Cl: 0.73 -2.10 -1.91
Ge: 2.31 -3.09 -0.34
Cl: 1.00 -2.28 1.56
Cl: 1.40 -5.12 -0.38

# 3
Here is C12H10CeN2O5 as an isolated structure from OMol25. Energies are from ωB97M-V/def2-TZVPD.

The net charge is +3. The multiplicity is 2. The value obtained for the energy relative to the best compared isomer or geometry (same formula, charge and spin) is 0.0 kJ/mol. For the total energy, the calculation gives -38720.61775 eV. As for the HOMO energy (alpha / beta): -18.9 / -18.9 eV.

Geometry (Å):
Ce: 0.42 0.27 0.33
O: -0.83 -1.31 3.37
C: -0.49 -0.85 2.36
C: 0.87 1.05 -2.17
O: 1.24 1.47 -3.18
C: -1.09 2.25 0.63
O: -1.69 3.22 0.86
C: 1.17 -2.15 -0.54
O: 1.68 -3.15 -0.82
C: -2.51 -1.16 -0.53
H: -2.16 -2.15 -0.18
H: -3.01 -0.54 0.24
C: -2.13 -0.66 -1.72
H: -2.31 0.40 -1.97
H: -1.46 -1.21 -2.38
N: 5.38 2.73 3.58
C: 4.12 2.36 3.22
O: 3.11 2.63 3.88
C: 4.00 1.59 1.93
C: 5.05 1.23 1.07
C: 4.82 0.51 -0.11
C: 3.54 0.15 -0.46
N: 2.55 0.52 0.40
C: 2.70 1.23 1.58
H: 5.46 3.24 4.45
H: 6.19 2.49 3.02
H: 6.06 1.51 1.33
H: 5.63 0.23 -0.77
H: 3.25 -0.41 -1.36
H: 1.77 1.44 2.18

# 4
Here is C12H10Cl4O2Sr as an isolated structure from OMol25. Energies are from ωB97M-V/def2-TZVPD.

The net charge is -2. The multiplicity is 1. The value obtained for the energy relative to the best compared isomer or geometry (same formula, charge and spin) is 34.7 kJ/mol. For the total energy, the calculation gives -67630.54003 eV. As for the HOMO energy: -1.0 eV.

Geometry (Å):
C: 1.55 -1.78 1.64
C: 2.56 -0.83 1.30
C: 2.85 -0.99 -0.10
H: 3.05 -0.11 1.97
C: 1.97 -2.01 -0.62
C: 1.18 -2.49 0.47
H: 0.47 -3.34 0.41
H: 1.10 -1.89 2.65
H: 3.62 -0.48 -0.65
H: 2.02 -2.41 -1.63
Sr: -0.28 0.10 0.80
Cl: -0.55 1.29 3.06
C: -0.42 2.46 -1.14
C: 0.09 1.70 -2.24
C: 1.52 1.58 -2.07
H: -0.47 1.38 -3.11
C: 1.87 2.26 -0.86
C: 0.68 2.81 -0.28
H: 0.61 3.39 0.64
H: -1.45 2.81 -1.02
H: 2.21 1.09 -2.75
H: 2.90 2.36 -0.46
Cl: -5.88 -1.40 1.13
C: -4.20 -0.88 1.07
Cl: -4.04 0.89 1.27
Cl: -3.21 -1.67 2.35
C: -3.45 -1.24 -0.35
O: -4.08 -1.80 -1.21
O: -2.23 -0.81 -0.27

# 5
Here is one molecule with the formula C12H10ClNO from OMol25. Energies are from ωB97M-V/def2-TZVPD.

The multiplicity is 1. The value obtained for the energy relative to the best compared isomer or geometry (same formula, charge and spin) is 72.3 kJ/mol. For the total energy, the calculation gives -28663.30791 eV. As for the HOMO energy: -9.5 eV. Its structure (SMILES) is C[C@@H]1C(=O)[C@](Cl)(C#N)[C@H]1c1ccccc1.

Geometry (Å):
C: -0.73 -3.02 -0.88
C: 0.05 -1.79 -0.56
C: 1.04 -1.78 0.65
O: 2.00 -2.44 0.96
C: 0.22 -0.83 1.46
Cl: 0.99 0.48 2.34
C: -0.62 -1.49 2.38
N: -1.25 -2.07 3.12
C: -0.65 -0.52 -0.02
C: -0.24 0.85 -0.44
C: -1.22 1.83 -0.34
C: -0.74 3.15 -0.36
C: 0.61 3.49 -0.53
C: 1.50 2.48 -0.65
C: 1.11 1.14 -0.55
H: -1.13 -3.46 0.06
H: 0.10 -3.76 -1.28
H: -1.39 -2.77 -1.73
H: 0.70 -1.68 -1.52
H: -1.80 -0.72 0.12
H: -2.27 1.38 -0.32
H: -1.38 3.98 -0.21
H: 0.65 4.59 -0.51
H: 2.58 2.58 -0.71
H: 1.86 0.39 -0.47

# 6
Here is C12H10F2In as an isolated structure from OMol25. Energies are from ωB97M-V/def2-TZVPD.

The net charge is +3. The multiplicity is 1. The value obtained for the energy relative to the best compared isomer or geometry (same formula, charge and spin) is 85.2 kJ/mol. For the total energy, the calculation gives -23180.19324 eV. As for the HOMO energy: -17.2 eV.

Geometry (Å):
In: -1.78 -0.94 -1.28
F: -2.18 0.43 1.46
C: -2.63 0.57 2.70
C: -1.99 -0.08 3.74
C: -2.47 0.16 5.01
C: -3.59 1.05 5.22
C: -4.19 1.72 4.16
C: -3.75 1.46 2.88
H: -1.14 -0.71 3.56
H: -2.04 -0.37 5.85
H: -4.01 1.24 6.21
H: -5.00 2.43 4.31
H: -4.19 1.97 2.03
F: 0.91 -0.39 -2.58
C: 2.06 -0.60 -3.19
C: 3.20 -0.95 -2.42
C: 4.39 -1.09 -3.08
C: 4.48 -0.95 -4.49
C: 3.31 -0.57 -5.24
C: 2.15 -0.33 -4.57
H: 3.21 -1.09 -1.35
H: 5.25 -1.49 -2.54
H: 5.43 -1.08 -4.99
H: 3.35 -0.34 -6.29
H: 1.24 -0.06 -5.11

# 7
Here is one molecule with the formula C12H10F2N4 from OMol25. Energies are from ωB97M-V/def2-TZVPD.

The multiplicity is 1. The value obtained for the energy relative to the best compared isomer or geometry (same formula, charge and spin) is 0.0 kJ/mol. For the total energy, the calculation gives -24000.71330 eV. As for the HOMO energy: -7.6 eV. Its structure (SMILES) is Cn1cc2ccccc2c1N1C=NC(F)=N[C@H]1F.

Geometry (Å):
C: 1.64 -0.76 -2.37
N: 1.29 -0.70 -0.96
C: 2.05 -1.31 0.03
C: 1.39 -1.07 1.22
C: 1.78 -1.43 2.52
C: 0.98 -1.01 3.61
C: -0.18 -0.30 3.39
C: -0.58 0.08 2.08
C: 0.19 -0.34 0.99
C: 0.08 -0.18 -0.39
N: -0.89 0.53 -1.07
C: -2.19 0.04 -1.10
N: -3.18 0.68 -1.67
C: -2.86 1.84 -2.31
F: -3.84 2.34 -3.09
N: -1.68 2.45 -2.25
C: -0.77 1.96 -1.26
F: -1.04 2.55 -0.05
H: 2.61 -1.32 -2.53
H: 0.88 -1.28 -2.92
H: 1.72 0.29 -2.76
H: 3.01 -1.78 -0.17
H: 2.74 -1.99 2.63
H: 1.28 -1.29 4.62
H: -0.84 0.00 4.20
H: -1.47 0.68 1.89
H: -2.36 -0.95 -0.67
H: 0.25 2.24 -1.57

# 8
Here is C12H10FN4O8Ru as an isolated structure from OMol25. Energies are from ωB97M-V/def2-TZVPD.

The net charge is +1. The multiplicity is 1. For the total energy, the calculation gives -40240.79064 eV. As for the HOMO energy: -11.6 eV.

Geometry (Å):
Ru: -1.07 -1.96 0.45
O: -4.29 -4.03 -1.31
C: -3.55 -3.35 -0.74
O: -3.07 -2.57 -0.01
C: -1.34 -4.02 -1.86
O: -1.74 -4.69 -2.70
O: -0.68 -3.39 -1.12
F: 4.66 -0.54 -3.67
C: 3.74 0.19 -3.05
C: 3.39 -0.06 -1.78
N: 2.46 0.72 -1.13
C: 2.03 0.39 0.21
C: 0.89 -0.59 0.22
O: -0.15 -0.43 -0.49
O: 0.87 -1.61 0.96
C: 1.81 1.78 -1.75
O: 0.99 2.47 -1.18
N: 2.18 1.98 -3.06
C: 3.12 1.28 -3.82
O: 3.36 1.57 -4.96
H: 3.84 -0.87 -1.22
H: 1.67 1.31 0.67
H: 2.85 -0.02 0.80
H: 1.71 2.74 -3.54
C: -2.66 2.68 2.90
N: -2.12 1.33 2.78
C: -1.40 0.66 3.73
C: -1.05 -0.54 3.18
N: -1.56 -0.60 1.90
C: -2.18 0.55 1.69
H: -2.58 2.99 3.94
H: -3.70 2.68 2.60
H: -2.09 3.36 2.27
H: -1.21 1.07 4.70
H: -0.49 -1.35 3.60
H: -2.69 0.83 0.78

# 9
Here is one molecule with the formula C12H10IN from OMol25. Energies are from ωB97M-V/def2-TZVPD.

The multiplicity is 1. The value obtained for the energy relative to the best compared isomer or geometry (same formula, charge and spin) is 187.8 kJ/mol. For the total energy, the calculation gives -22193.02271 eV. As for the HOMO energy (alpha / beta): -8.0 / -8.2 eV.

Geometry (Å):
C: 0.87 -1.14 2.64
C: 2.16 -0.85 2.23
C: -1.74 -0.27 -3.11
C: -0.20 -0.53 2.01
C: 2.37 0.08 1.24
C: -0.44 0.27 -3.23
C: -2.16 -0.10 -1.82
C: -0.01 0.41 1.01
C: 1.30 0.77 0.64
C: -0.17 0.75 -1.99
C: -1.21 0.94 0.26
C: 1.62 1.74 -0.37
N: -1.17 0.53 -1.13
I: 0.95 3.73 -0.30
H: 0.70 -1.87 3.42
H: 3.00 -1.34 2.69
H: -2.29 -0.73 -3.91
H: -1.21 -0.80 2.29
H: 3.38 0.32 0.93
H: 0.18 0.30 -4.10
H: -3.09 -0.37 -1.35
H: -2.12 0.55 0.70
H: -1.25 2.04 0.31
H: 2.57 1.66 -0.87

Which of these has the highest multiplicity?
C12H10BrN3Pt

multiplicity of number 1 (C12H10BrN3Pt)?
3

Which of these has the highest multiplicity?
C12H10BrN3Pt

Please write out number 4 again, unchanged.
Here is C12H10Cl4O2Sr as an isolated structure from OMol25. Energies are from ωB97M-V/def2-TZVPD.

The net charge is -2. The multiplicity is 1. The value obtained for the energy relative to the best compared isomer or geometry (same formula, charge and spin) is 34.7 kJ/mol. For the total energy, the calculation gives -67630.54003 eV. As for the HOMO energy: -1.0 eV.

Geometry (Å):
C: 1.55 -1.78 1.64
C: 2.56 -0.83 1.30
C: 2.85 -0.99 -0.10
H: 3.05 -0.11 1.97
C: 1.97 -2.01 -0.62
C: 1.18 -2.49 0.47
H: 0.47 -3.34 0.41
H: 1.10 -1.89 2.65
H: 3.62 -0.48 -0.65
H: 2.02 -2.41 -1.63
Sr: -0.28 0.10 0.80
Cl: -0.55 1.29 3.06
C: -0.42 2.46 -1.14
C: 0.09 1.70 -2.24
C: 1.52 1.58 -2.07
H: -0.47 1.38 -3.11
C: 1.87 2.26 -0.86
C: 0.68 2.81 -0.28
H: 0.61 3.39 0.64
H: -1.45 2.81 -1.02
H: 2.21 1.09 -2.75
H: 2.90 2.36 -0.46
Cl: -5.88 -1.40 1.13
C: -4.20 -0.88 1.07
Cl: -4.04 0.89 1.27
Cl: -3.21 -1.67 2.35
C: -3.45 -1.24 -0.35
O: -4.08 -1.80 -1.21
O: -2.23 -0.81 -0.27